{"formula": "C3H4NO2S", "method": "ωB97M-V/def2-TZVPD", "elements": ["C", "N", "C", "S", "C", "O", "O", "H", "H", "H", "H"], "coordinates": [[-1.062, 0.887, 1.386], [-0.984, -0.256, 0.846], [0.467, -0.431, 0.076], [0.807, -2.150, -0.034], [0.361, 0.193, -1.315], [0.566, -0.626, -2.276], [0.177, 1.418, -1.358], [-1.847, 1.124, 1.952], [-0.435, 1.699, 1.321], [1.157, -0.005, 0.688], [0.793, -1.853, -1.285]], "lowdin_charge": [-0.1065, 0.0216, -0.6045, 0.6994, -0.7238, -0.1320, -0.0439, 0.0067, 0.0447, 0.0368, -0.1984], "homo_energy_ev": -4.57, "lumo_ha": 0.1357, "gap_ev": 8.26, "multiplicity": 1, "charge": -1, "smiles": "C=N[C@@H](S)C(=O)[O-]", "e_above_lowest_ev": 1.190}

{"formula": "C3H4NO3", "method": "ωB97M-V/def2-TZVPD", "elements": ["O", "C", "C", "C", "O", "N", "O", "H", "H", "H", "H"], "coordinates": [[-2.398, 0.484, -0.080], [-1.508, -0.345, 0.155], [-0.202, 0.024, 0.349], [0.832, -0.870, -0.050], [2.047, -0.628, 0.157], [0.100, 1.398, 0.573], [1.214, 1.929, -0.292], [-1.663, -1.446, 0.208], [0.678, -1.866, -0.550], [-0.777, 1.965, 0.403], [1.727, 1.143, -0.259]], "lowdin_charge": [-0.0934, -0.3617, -0.3196, -0.2964, -0.1239, -0.0199, -0.1009, 0.1023, 0.1103, 0.1182, -0.0150], "homo_energy_ev": -2.86, "lumo_ha": 0.1554, "gap_ev": 7.09, "multiplicity": 1, "charge": -1, "smiles": "O=C/C(=C/[O-])NO", "e_above_lowest_ev": 4.098}

{"formula": "C3H4NO4S", "method": "ωB97M-V/def2-TZVPD", "elements": ["C", "C", "C", "N", "O", "O", "O", "O", "S", "H", "H", "H", "H"], "coordinates": [[-0.163, 1.313, 0.462], [1.681, 0.416, -0.752], [1.718, -0.913, -0.090], [-1.396, 0.842, 0.676], [0.264, 2.353, 0.949], [-3.521, -0.891, 0.258], [2.269, 0.979, -1.630], [-1.261, -1.468, -0.481], [-2.323, -0.421, -0.468], [0.629, -1.264, -0.510], [1.533, -0.850, 0.902], [2.547, -1.535, -0.451], [-1.977, 1.438, 1.134]], "lowdin_charge": [-0.3979, -0.2406, -0.0736, -0.1030, -0.0669, -0.5404, 0.0641, -0.5665, 0.6883, 0.1082, 0.0300, 0.0736, 0.0247], "homo_energy_ev": [-3.85, -3.84], "lumo_ha": [0.1344, 0.1344], "gap_ev": [7.50, 7.50], "multiplicity": 1, "charge": -1, "e_above_lowest_ev": 2.611}

{"formula": "C3H4NOP", "method": "ωB97M-V/def2-TZVPD", "elements": ["C", "C", "C", "N", "O", "P", "H", "H", "H", "H"], "coordinates": [[0.701, -0.586, 0.294], [-0.488, -1.317, 0.419], [0.814, 0.387, -0.650], [-1.498, 1.832, 0.463], [-0.480, 2.161, 0.003], [-1.908, -0.809, -0.139], [1.601, -0.706, 0.889], [-0.520, -2.397, 0.916], [1.685, 0.931, -0.815], [0.093, 0.504, -1.380]], "lowdin_charge": [-0.2917, -0.6683, -0.0595, 0.0589, -0.1045, 0.8232, 0.0958, 0.0785, 0.0524, 0.0152], "homo_energy_ev": [-7.27, -7.28], "lumo_ha": [-0.0277, -0.0283], "gap_ev": [6.52, 6.51], "multiplicity": 1, "e_above_lowest_ev": 5.135}

{"formula": "C3H4NOS", "method": "ωB97M-V/def2-TZVPD", "elements": ["C", "C", "C", "N", "O", "S", "H", "H", "H", "H"], "coordinates": [[-0.336, 0.454, 0.391], [2.357, 0.551, 0.292], [1.347, 0.001, 1.356], [-0.792, -0.294, -0.515], [2.400, 1.749, 0.109], [3.339, -0.578, -0.377], [-0.474, 1.517, 0.655], [1.138, 0.637, 2.142], [1.509, -1.005, 1.565], [-1.293, 0.268, -1.197]], "lowdin_charge": [-0.1454, -1.1949, -0.0898, 0.0259, -0.1448, 0.4261, 0.0706, 0.0187, 0.0113, 0.0223], "homo_energy_ev": -3.12, "lumo_ha": 0.1491, "gap_ev": 7.18, "multiplicity": 1, "charge": -1, "e_above_lowest_ev": 1.890}

{"formula": "C3H4NP", "method": "ωB97M-V/def2-TZVPD", "elements": ["C", "N", "C", "P", "C", "H", "H", "H", "H"], "coordinates": [[1.108, -0.204, -0.340], [0.805, 1.110, -0.156], [-0.423, 1.290, 0.150], [-1.453, -0.239, -0.071], [0.084, -1.100, -0.265], [2.191, -0.337, -0.470], [-0.898, 2.304, 0.393], [-1.581, -0.529, 1.393], [0.168, -2.294, -0.633]], "lowdin_charge": [-0.2966, -0.0507, -0.3934, 0.8499, -0.4055, 0.1023, 0.0838, -0.0156, 0.1258], "homo_energy_ev": -9.31, "lumo_ha": 0.0064, "gap_ev": 9.48, "multiplicity": 1, "smiles": "C1=NC=[PH]=C1", "e_above_lowest_ev": 0.770}

{"formula": "C3H4NS", "method": "ωB97M-V/def2-TZVPD", "elements": ["C", "C", "C", "N", "S", "H", "H", "H", "H"], "coordinates": [[0.027, 1.486, 0.047], [1.223, 1.181, -0.034], [1.846, -1.049, 0.013], [-1.278, 1.309, 0.059], [2.651, 0.433, 0.085], [2.469, -1.939, -0.252], [0.786, -0.978, -0.072], [-1.956, 1.993, 0.438], [-1.819, 0.835, -0.628]], "lowdin_charge": [-0.1243, -0.4343, -0.1310, 0.1395, 1.1606, 0.0788, 0.0441, 0.1471, 0.1194], "homo_energy_ev": [-13.95, -13.95], "lumo_ha": [-0.2466, -0.2464], "gap_ev": [7.24, 7.24], "multiplicity": 1, "charge": 1, "e_above_lowest_ev": 3.087}

{"formula": "C3H4NdO3", "method": "ωB97M-V/def2-TZVPD", "elements": ["H", "O", "C", "C", "O", "C", "O", "Nd", "H", "H", "H"], "coordinates": [[1.694, 2.094, 0.058], [0.333, 0.916, -0.097], [-1.257, 0.748, -0.463], [-0.729, -0.257, 0.407], [-0.665, -1.550, -0.038], [0.478, -2.360, 0.153], [1.517, -1.690, 0.353], [2.579, 0.138, -0.326], [-1.473, 0.497, -1.502], [-1.743, 1.628, -0.040], [-0.734, -0.163, 1.496]], "lowdin_charge": [-0.0687, -0.4952, 0.0757, -0.2576, -0.0473, -0.1626, -0.3569, 1.8722, 0.1366, 0.1327, 0.1713], "s2": 3.791, "homo_energy_ev": [-12.28, -12.31], "lumo_ha": [-0.2060, -0.2002], "gap_ev": [6.67, 6.87], "multiplicity": 4, "charge": 1, "e_above_lowest_ev": 4.445}

{"formula": "C3H4NiO3", "method": "ωB97M-V/def2-TZVPD", "elements": ["H", "O", "O", "C", "C", "O", "C", "H", "H", "H", "Ni"], "coordinates": [[0.853, 0.488, 1.516], [-0.557, 2.075, -1.857], [-0.986, -0.472, 1.682], [0.320, -0.478, 1.308], [0.569, -0.774, -0.172], [0.566, 0.427, -0.961], [-0.603, 0.937, -1.315], [0.940, -1.254, 1.835], [-0.216, -1.443, -0.557], [1.557, -1.241, -0.311], [-2.443, 1.734, -1.167]], "lowdin_charge": [0.0897, -0.1857, -0.3732, -0.5365, -0.2113, -0.0716, -0.4594, 0.0750, 0.1131, 0.1026, 0.4572], "s2": 3.759, "homo_energy_ev": [-2.83, -2.80], "lumo_ha": [0.1452, 0.0966], "gap_ev": [6.78, 5.43], "multiplicity": 4, "charge": -1, "e_above_lowest_ev": 3.095}

{"formula": "C3H4O", "method": "ωB97M-V/def2-TZVPD", "elements": ["C", "C", "C", "O", "H", "H", "H", "H"], "coordinates": [[-1.532, -0.359, 0.030], [-0.645, 0.488, -0.216], [0.742, 0.309, 0.348], [1.550, -0.391, -0.243], [-2.371, -0.356, -0.177], [-1.411, -1.110, 0.715], [-0.803, 1.197, -0.715], [0.798, 0.762, 1.150]], "lowdin_charge": [0.0776, -0.0589, -0.1707, 0.0807, -0.0466, 0.0734, 0.0043, 0.0401], "homo_energy_ev": -10.05, "lumo_ha": 0.0360, "gap_ev": 11.02, "multiplicity": 1, "smiles": "C=CC=O", "e_above_lowest_ev": 3.985}

{"formula": "C3H4O", "method": "ωB97M-V/def2-TZVPD", "elements": ["C", "C", "C", "O", "H", "H", "H", "H"], "coordinates": [[1.430, -0.565, -0.171], [0.268, -0.120, 0.214], [-1.022, 0.054, 0.304], [-1.672, 1.196, -0.054], [1.294, -1.294, -0.962], [2.364, -0.354, 0.346], [-1.672, -0.732, 0.671], [-0.990, 1.816, -0.348]], "lowdin_charge": [-0.0038, -0.1091, -0.2262, -0.0032, 0.0633, 0.0561, 0.1198, 0.1031], "homo_energy_ev": -8.77, "lumo_ha": 0.0270, "gap_ev": 9.51, "multiplicity": 1, "smiles": "C=C=CO", "e_above_lowest_ev": 1.309}

{"formula": "C3H4O2", "method": "ωB97M-V/def2-TZVPD", "elements": ["O", "C", "C", "C", "O", "H", "H", "H", "H"], "coordinates": [[-1.334, 0.475, -1.952], [-0.713, 0.682, -0.937], [-0.415, -0.372, 0.077], [0.926, -0.373, 0.679], [-0.185, 0.131, 1.384], [-0.302, 1.681, -0.675], [-0.979, -1.296, 0.002], [1.345, -1.304, 1.052], [1.656, 0.375, 0.369]], "lowdin_charge": [0.0670, -0.2072, -0.2492, -0.1102, -0.0274, 0.1395, 0.1523, 0.1169, 0.1184], "homo_energy_ev": -10.24, "lumo_ha": 0.0280, "gap_ev": 11.01, "multiplicity": 1, "smiles": "O=C[C@H]1CO1", "e_above_lowest_ev": 1.739}

Calculated DFT total energy (eV), listed in the same order as above: -19596.095 -10807.089 -23689.796 -15995.879 -17547.639 -13952.573 -15489.648 -24582.293 -50357.368 -5218.152 -5220.828 -7268.947